A 2-piece molecular cluster, C9H14N4O2 overall, computed with ωB97M-V with the def2-TZVPD basis set.

Geometry as XYZ:
```
29
Properties=species:S:1:pos:R:3:forces:R:3:nbo_charge:R:1
O -0.0063 -1.1302 -1.8630 0.1 -0.5 -0.2 -0.61
O 0.2829 0.9297 1.2588 -0.1 0.6 0.7 -0.70
N 4.4997 -0.3385 1.0487 0.9 -0.8 1.9 -0.48
N 3.6211 1.2022 -0.2729 -0.3 0.9 -0.4 -0.27
N -1.1044 -0.8348 0.9811 -1.8 -0.3 -0.5 -0.61
N 3.2461 0.0018 -0.6984 -0.3 -1.8 1.0 -0.18
C 0.7387 -0.5489 -1.1266 -0.2 1.3 0.1 0.39
C -0.4229 -1.7121 1.7963 2.9 -0.4 2.7 -0.41
C 4.3701 0.9541 0.7913 -1.0 -0.2 -2.3 0.12
C 2.2603 -0.3259 -1.7271 0.1 -0.7 0.5 -0.34
C -1.4098 1.1036 -0.4215 -0.1 -0.6 0.2 -0.33
C -0.5795 0.2403 0.4545 2.8 1.6 -2.0 0.60
C -2.4759 0.6113 -1.3026 -2.1 0.4 0.3 -0.39
C 3.7690 -0.9292 0.1685 -1.0 -1.1 -1.0 0.16
C -2.8049 1.4881 -0.0103 -0.1 -1.9 -0.2 -0.43
H -0.0850 1.8044 1.5033 0.2 -0.6 -0.3 0.49
H 0.0273 -1.0810 2.6858 -1.0 -1.7 -1.5 0.22
H -3.2425 0.8306 0.7690 0.3 1.1 -0.3 0.22
H 2.3565 0.4072 -2.5711 -0.4 -0.8 0.8 0.24
H -1.7281 -1.2848 0.3661 -0.9 -0.5 -0.8 0.39
H -2.8371 1.1260 -2.2140 1.2 -0.4 0.4 0.24
H 2.5588 -1.3788 -2.0362 -0.5 1.4 -0.1 0.22
H 4.9058 1.7303 1.2062 0.9 1.3 1.2 0.19
H -3.0697 2.5501 -0.0676 -0.2 -0.7 -0.2 0.23
H -0.8140 1.8551 -0.8293 0.9 1.3 -0.5 0.24
H 0.4681 -2.2309 1.3116 -0.8 0.6 0.2 0.19
H 3.5788 -2.0350 0.1912 0.1 1.4 -0.6 0.21
H -1.1332 -2.4804 2.0918 0.3 0.0 0.5 0.21
H -2.7267 -0.4773 -1.3158 0.1 1.2 0.3 0.22
```
Positions in Å, forces in eV/Å.

The highest occupied orbital energy is -7.29 eV. As for the LUMO energy: 0.0237 Eh. The calculation puts the molar mass at 210.2 g/mol.